{"formula": "H14O7", "method": "ωB97M-V with the def2-TZVPD basis set", "homo_energy_ev": -11.053, "lumo_energy_ev": 0.347, "gap_ev": 11.40, "smiles": "O.O.O.O.O.O.O", "charge": 0, "largest_force_ev_per_a": 2.04, "e_above_lowest_kj_mol": 70.48, "symbols": ["O", "H", "H", "O", "H", "H", "O", "H", "H", "O", "H", "H", "O", "H", "H", "O", "H", "H", "O", "H", "H"], "coordinates": [[-1.545495, -1.857667, 0.005486], [-1.280254, -1.317816, 0.803662], [-2.033646, -1.090888, -0.430083], [1.905186, 1.040193, -1.018328], [1.384604, 0.252320, -1.196670], [2.719913, 0.793092, -1.429988], [1.975606, -0.659083, 1.162889], [1.720417, -0.975539, 0.296325], [2.258599, 0.263188, 1.029228], [-0.515172, 0.088957, 1.596824], [-0.745962, 0.198961, 2.496884], [0.424873, -0.246291, 1.646241], [-0.202589, 2.266036, 0.058974], [0.603175, 2.097830, -0.465991], [-0.200990, 1.658949, 0.794981], [0.694636, -1.576882, -1.166340], [-0.123951, -1.770253, -0.650695], [0.945210, -2.500135, -1.429927], [-2.494853, 0.743312, -0.589062], [-2.454390, 0.904053, -1.535339], [-1.756159, 1.373596, -0.332171]], "forces_ev_per_a": [[-0.653, 1.757, 0.533], [-0.217, -0.812, -0.535], [0.431, -1.016, 0.273], [-0.087, 0.121, 0.003], [-0.717, -0.447, -0.149], [1.070, 0.238, -0.436], [0.443, 0.650, 1.235], [-0.171, -0.425, -0.742], [0.001, -0.533, -0.182], [0.932, -0.451, -0.492], [-0.704, 0.251, 1.538], [-0.281, 0.036, -0.309], [-0.118, 0.982, -0.908], [-0.421, 0.076, 0.415], [0.204, -0.542, 0.470], [1.220, -1.539, -0.547], [-0.870, 0.290, 0.070], [0.011, 1.387, 0.089], [1.024, 0.897, -0.098], [-0.460, -0.188, -0.360], [-0.638, -0.735, 0.130]], "lowdin_charge": [-0.096, 0.036, 0.054, -0.043, 0.017, 0.065, -0.049, -0.008, 0.063, -0.057, 0.063, 0.040, -0.068, 0.016, -0.015, -0.094, -0.019, 0.096, -0.079, 0.049, 0.028]}

{"formula": "C36H92F3N6O8S", "method": "ωB97M-V with the def2-TZVPD basis set", "homo_energy_ev": -19.270, "lumo_energy_ev": -10.205, "gap_ev": 9.06, "charge": 5, "largest_force_ev_per_a": 2.83, "symbols": ["C", "C", "C", "O", "C", "N", "H", "H", "H", "H", "H", "H", "H", "H", "H", "H", "H", "H", "C", "N", "C", "C", "C", "C", "O", "H", "H", "H", "H", "H", "H", "H", "H", "H", "H", "H", "H", "H", "H", "C", "N", "C", "C", "C", "C", "O", "H", "H", "H", "H", "H", "H", "H", "H", "H", "H", "H", "H", "H", "H", "C", "N", "C", "C", "C", "C", "O", "H", "H", "H", "H", "H", "H", "H", "H", "H", "H", "H", "H", "H", "H", "C", "N", "C", "C", "C", "C", "O", "H", "H", "H", "H", "H", "H", "H", "H", "H", "H", "H", "H", "H", "H", "C", "C", "C", "C", "N", "C", "C", "C", "C", "C", "C", "C", "H", "H", "H", "H", "H", "H", "H", "H", "H", "H", "H", "H", "H", "H", "H", "H", "H", "H", "H", "H", "H", "H", "H", "H", "C", "F", "F", "F", "S", "O", "O", "O"], "coordinates": [[-6.582801, -0.528836, -0.788529], [-5.286475, 0.289904, -0.801248], [-4.406786, -0.032614, -1.988188], [-3.251013, 0.802354, -1.851246], [-2.124366, 0.183707, -1.244908], [-5.742074, 1.754572, -0.888199], [-6.261971, 1.809084, -1.769002], [-6.419805, 2.001647, -0.161096], [-4.974130, 2.424977, -0.843967], [-7.108054, -0.488164, -1.745985], [-7.275967, -0.220349, -0.007167], [-6.332007, -1.580274, -0.651124], [-4.725805, 0.157291, 0.120558], [-4.898515, 0.219309, -2.934736], [-4.185156, -1.097747, -2.073864], [-2.275386, 0.064509, -0.165667], [-1.366917, 0.965412, -1.297833], [-1.724991, -0.690615, -1.757753], [3.978728, 4.332574, 3.129848], [3.739141, 5.252215, 1.952917], [3.874240, 4.438005, 0.666871], [2.328403, 5.751560, 2.058033], [4.795339, 6.329097, 1.863720], [4.723270, 7.379098, 2.962369], [5.277467, 6.805344, 4.138280], [5.058964, 4.343144, 3.258836], [3.623217, 3.321058, 2.956474], [3.533806, 4.782812, 4.012199], [2.944747, 3.885060, 0.574549], [4.807166, 3.887508, 0.711647], [3.884257, 5.118814, -0.182403], [2.142354, 6.286205, 1.124866], [2.188520, 6.458640, 2.867712], [1.687583, 4.876854, 2.109349], [4.621529, 6.818940, 0.900983], [5.758837, 5.843027, 1.729779], [3.727964, 7.751812, 3.221299], [5.265553, 8.295000, 2.715534], [6.057639, 7.263751, 4.463951], [2.899335, -3.455918, -4.050561], [2.354005, -4.579422, -4.893983], [2.440551, -4.260125, -6.368806], [3.093256, -5.885329, -4.675399], [0.890658, -4.883049, -4.602992], [0.413607, -4.634928, -3.178014], [1.239250, -5.344886, -2.234577], [2.275658, -2.592587, -4.245747], [3.877764, -3.371544, -4.527070], [3.068169, -3.749919, -3.021572], [2.060038, -5.072215, -6.974092], [3.472286, -3.952770, -6.533061], [1.885642, -3.331452, -6.508540], [2.865331, -6.227234, -3.667519], [4.148396, -5.626622, -4.736028], [2.751550, -6.649069, -5.365378], [0.512679, -5.735669, -5.161002], [0.423809, -4.044509, -5.136302], [-0.575009, -5.088245, -3.077499], [0.474326, -3.562034, -2.982336], [0.850458, -5.129355, -1.379408], [-2.548335, 2.854247, -6.152212], [-2.061778, 2.415925, -4.763256], [-2.955167, 3.065776, -3.726517], [-2.178167, 0.896790, -4.700003], [-0.634311, 2.839082, -4.437337], [0.431444, 2.376003, -5.411957], [0.329308, 3.090187, -6.643145], [-3.610745, 2.621162, -6.160837], [-1.945697, 2.365409, -6.903646], [-2.477817, 3.938966, -6.119810], [-2.616563, 2.881620, -2.717004], [-3.945542, 2.657983, -3.928493], [-3.011488, 4.127282, -3.962075], [-2.982274, 0.459335, -5.282861], [-2.094597, 0.666741, -3.651423], [-1.251501, 0.534136, -5.142160], [-0.528110, 2.467530, -3.419753], [-0.628235, 3.925822, -4.341550], [0.591955, 1.301764, -5.503780], [1.403242, 2.682642, -5.006350], [0.590751, 2.483656, -7.345334], [4.453083, -6.158753, 2.395945], [4.190130, -5.153791, 1.280034], [5.537346, -4.784213, 0.700270], [3.360501, -5.886353, 0.285648], [3.426438, -4.007420, 1.900375], [2.739296, -3.061830, 0.926590], [3.517609, -2.821765, -0.225852], [3.500754, -6.629660, 2.633400], [4.835080, -5.672296, 3.287674], [5.102639, -6.908357, 1.954727], [5.942383, -5.728723, 0.353349], [6.140051, -4.353304, 1.499419], [5.487503, -3.994615, -0.044353], [3.811083, -6.837210, 0.014059], [3.302473, -5.281157, -0.618121], [2.363104, -6.000700, 0.704112], [4.122286, -3.459185, 2.532605], [2.640483, -4.439448, 2.519691], [2.508732, -2.143053, 1.479451], [1.771505, -3.464198, 0.599381], [2.941414, -2.336850, -0.868952], [-6.296529, -1.317824, 3.491856], [-5.386955, -1.818375, 4.620576], [-4.300609, -0.864475, 5.145432], [-3.360588, -0.478265, 3.986916], [-2.129582, 0.319991, 4.398677], [-1.342272, 0.709328, 3.131650], [0.081903, 0.971007, 3.564913], [0.310151, -0.081738, 4.656967], [-1.065906, -0.490209, 5.129442], [-2.430491, 1.527558, 5.260567], [-3.387092, 2.542346, 4.604464], [-3.706042, 3.695032, 5.549480], [-5.787909, -1.630201, 2.578772], [-6.442378, -0.233301, 3.571490], [-7.326577, -1.656191, 3.578356], [-4.847806, -2.692181, 4.248165], [-5.987229, -2.097918, 5.486289], [-3.927451, -1.107126, 6.142464], [-4.730570, 0.106495, 5.437777], [-3.841378, 0.182050, 3.262731], [-3.043683, -1.288202, 3.325248], [-1.753762, 1.676382, 2.827249], [-1.529831, 0.125775, 2.232115], [0.151805, 1.957610, 4.024990], [0.796728, 0.993768, 2.744239], [0.829260, 0.392169, 5.490742], [0.877055, -0.965534, 4.373226], [-1.205026, -0.332479, 6.196626], [-1.236297, -1.545897, 4.918511], [-1.477400, 1.950225, 5.564838], [-2.982788, 1.144717, 6.116831], [-4.289065, 2.022283, 4.277288], [-2.972998, 2.957584, 3.680620], [-4.199763, 3.356086, 6.461460], [-4.431254, 4.357335, 5.078750], [-2.800641, 4.238530, 5.812605], [1.867684, 0.925897, -0.703130], [0.678419, 0.876487, -0.066443], [2.109974, 2.200110, -1.025324], [2.815882, 0.471874, 0.097041], [1.912926, -0.043268, -2.324073], [3.167145, 0.317343, -2.941041], [1.759804, -1.461703, -1.950959], [0.792562, 0.479890, -3.115290]], "forces_ev_per_a": [[0.352, -0.252, -0.136], [-1.520, -0.637, 0.007], [0.382, 0.982, 0.119], [-0.516, -0.917, -0.304], [0.540, 1.387, 0.508], [0.036, -0.567, -0.060], [0.167, 0.493, -0.067], [0.097, -0.193, 0.123], [0.053, -0.021, -0.336], [0.045, 0.206, -0.040], [0.067, -0.065, 0.106], [-0.065, 0.008, 0.197], [-0.017, 0.219, 0.109], [-0.051, 0.170, 0.075], [0.144, -0.010, 0.392], [-0.184, -0.616, -0.107], [0.250, -0.219, -0.148], [-0.352, -0.172, 0.029], [0.948, 0.711, 0.027], [-0.113, -1.037, -0.107], [-0.644, 0.958, 0.468], [0.542, 0.510, -1.238], [-0.924, 1.325, -0.767], [1.103, -0.009, 1.092], [-0.271, -0.410, 0.254], [-0.060, -0.360, 0.270], [-0.231, 0.131, -0.264], [0.019, -0.057, 0.028], [0.386, -0.666, 0.073], [-0.189, -0.341, -0.029], [0.190, 0.128, 0.101], [-0.249, 0.001, 0.049], [0.106, -0.339, 0.259], [-0.097, 0.084, 0.228], [-0.231, 0.058, 0.068], [0.075, -0.039, 0.595], [-0.160, -0.343, -0.396], [0.118, -0.267, -0.550], [-0.055, 0.217, -0.131], [0.861, -0.975, -1.701], [-1.453, -2.424, 0.063], [0.476, 1.526, 1.078], [0.337, 0.799, 0.949], [-0.591, 2.461, -0.678], [0.937, -1.393, 0.087], [-0.116, 0.472, 0.028], [0.125, 0.195, 0.416], [0.112, 0.801, 0.372], [-0.584, 0.017, 0.065], [0.169, -0.079, -0.018], [0.110, -0.652, -0.469], [-0.306, -0.229, -0.207], [0.053, 0.090, -0.006], [0.093, -0.486, -0.307], [0.178, 0.212, -0.321], [0.574, -0.578, 0.496], [-0.368, -0.153, 0.014], [-0.288, 0.657, -0.313], [-0.333, -0.052, 0.143], [0.189, -0.264, 0.092], [-0.093, 0.523, 1.721], [-0.691, -0.327, -0.523], [-0.259, -0.067, -1.513], [1.835, 0.796, -0.032], [-0.467, -0.240, 0.019], [1.365, 0.873, 0.181], [-0.618, -0.761, 0.079], [0.055, -0.314, -0.384], [-0.119, 0.173, -0.144], [0.344, -0.004, -0.651], [0.127, -0.132, -0.059], [-0.068, -0.054, 0.394], [0.222, 0.047, 0.166], [-0.477, 0.462, 0.349], [-0.486, -0.448, -0.008], [-0.107, -0.098, -0.101], [0.673, -0.316, -0.173], [-0.124, 0.048, -0.445], [-0.663, -0.077, -0.165], [-0.213, 0.007, 0.598], [0.097, 0.301, -0.162], [-0.504, 0.042, -0.503], [0.052, -0.410, 0.803], [-0.158, 0.437, 0.514], [-0.158, 0.754, -0.763], [0.114, 0.230, -0.421], [-0.268, -0.098, -0.738], [-0.315, 0.334, -0.047], [0.008, 0.023, 0.064], [0.352, 0.031, -0.168], [0.250, -0.027, 0.428], [0.340, 0.214, -0.221], [0.051, -0.398, 0.174], [-0.471, -0.406, -0.265], [0.024, -0.070, 0.334], [-0.063, 0.036, 0.071], [0.044, -0.295, 0.009], [0.148, -0.149, -0.009], [0.178, -0.109, 0.156], [0.115, 0.034, 0.022], [-0.023, -0.186, 0.222], [0.453, -0.111, 0.315], [0.485, 0.701, 0.627], [0.101, -0.148, 0.812], [-0.750, 1.795, -0.738], [0.450, 0.322, 0.414], [1.631, -0.822, -1.270], [-1.002, 2.599, -0.249], [0.068, -0.486, 0.245], [0.599, 0.645, 0.499], [-0.847, -0.977, 0.612], [-1.349, 0.265, -0.681], [0.532, -0.140, -0.293], [-0.409, -0.249, 0.038], [-0.662, 0.350, -0.469], [0.414, 0.089, -0.321], [0.222, -0.698, -0.227], [-0.263, -0.312, 0.301], [0.063, -0.243, -0.091], [0.854, -0.954, -0.548], [-0.619, -0.136, -0.310], [-0.499, 0.131, 0.360], [0.416, -0.382, 0.636], [-0.179, -0.101, 0.011], [0.179, -1.024, 0.636], [-0.143, 0.021, -0.050], [-0.084, -0.378, -0.058], [0.237, -0.217, -0.082], [0.031, 0.136, -0.256], [-0.076, -0.114, -0.022], [-0.256, 0.077, 0.005], [-0.040, 0.080, 0.066], [0.466, -0.112, 0.264], [-0.163, 0.005, 0.291], [0.200, 0.045, 0.098], [0.199, -0.109, 0.071], [0.230, 0.190, -0.048], [-0.088, 0.139, 0.030], [0.106, -0.485, -1.754], [0.200, -0.065, 0.127], [-0.080, 0.084, 0.482], [0.023, 0.125, 0.559], [-0.093, 0.221, -2.014], [-0.152, -0.406, 1.136], [-0.071, 0.720, 0.477], [-0.245, -0.442, 1.279]], "lowdin_charge": [-0.017, -0.299, -0.157, -0.263, -0.077, 0.244, 0.177, 0.180, 0.167, 0.106, 0.097, 0.105, 0.143, 0.142, 0.152, 0.081, 0.075, 0.108, 0.020, -0.351, 0.023, 0.015, -0.092, -0.196, -0.056, 0.111, 0.101, 0.111, 0.080, 0.122, 0.113, 0.119, 0.104, 0.101, 0.139, 0.151, 0.120, 0.145, 0.114, 0.034, -0.358, 0.030, 0.036, -0.098, -0.188, -0.085, 0.102, 0.117, 0.097, 0.123, 0.118, 0.110, 0.095, 0.117, 0.119, 0.150, 0.129, 0.139, 0.103, 0.084, 0.051, -0.322, 0.001, 0.034, -0.093, -0.228, -0.042, 0.108, 0.108, 0.117, 0.087, 0.101, 0.116, 0.119, 0.064, 0.093, 0.108, 0.149, 0.110, 0.138, 0.110, 0.029, -0.349, 0.041, 0.000, -0.093, -0.239, -0.083, 0.113, 0.120, 0.115, 0.114, 0.119, 0.100, 0.124, 0.086, 0.114, 0.144, 0.139, 0.120, 0.117, 0.048, -0.095, -0.231, -0.165, -0.121, -0.193, -0.106, -0.138, -0.130, -0.089, -0.100, -0.230, -0.069, 0.058, 0.073, 0.087, 0.111, 0.123, 0.132, 0.109, 0.111, 0.135, 0.110, 0.121, 0.115, 0.108, 0.127, 0.118, 0.142, 0.141, 0.143, 0.135, 0.100, 0.099, 0.093, 0.089, 0.088, -0.651, 0.096, 0.122, 0.146, 0.513, -0.269, -0.355, -0.338]}